{
  "formula": "C34H94N16O11",
  "method": "ωB97M-V/def2-TZVPD",
  "de_lowest_ev": 7.105,
  "smiles": "CC1(C)CCCC(C)(C)N1O.COC[C@H](C)N.COC[C@H](C)N.COC[C@H](C)N.COC[C@H](C)N.COC[C@H](C)N.NC(N)=O.NC(N)=O.NC(N)=O.NC(N)=O.NC(N)=O",
  "charge": 0,
  "spin_multiplicity": 1,
  "e_homo_ev": -7.98,
  "lumo_energy_ev": 0.06,
  "homo_lumo_gap_ev": 8.0,
  "molar_mass_g_mol": 903.23,
  "e_tot_ha": -3055.34040,
  "symbols": ["C", "C", "C", "C", "C", "C", "C", "C", "C", "N", "O", "H", "H", "H", "H", "H", "H", "H", "H", "H", "H", "H", "H", "H", "H", "H", "H", "H", "H", "H", "C", "O", "C", "C", "C", "N", "H", "H", "H", "H", "H", "H", "H", "H", "H", "H", "H", "C", "O", "C", "C", "C", "N", "H", "H", "H", "H", "H", "H", "H", "H", "H", "H", "H", "C", "O", "C", "C", "C", "N", "H", "H", "H", "H", "H", "H", "H", "H", "H", "H", "H", "C", "O", "C", "C", "C", "N", "H", "H", "H", "H", "H", "H", "H", "H", "H", "H", "H", "C", "O", "C", "C", "C", "N", "H", "H", "H", "H", "H", "H", "H", "H", "H", "H", "H", "N", "C", "N", "O", "H", "H", "H", "H", "N", "C", "N", "O", "H", "H", "H", "H", "N", "C", "N", "O", "H", "H", "H", "H", "N", "C", "N", "O", "H", "H", "H", "H", "N", "C", "N", "O", "H", "H", "H", "H"],
  "positions_angstrom": [[6.70050, -1.19159, -0.41211], [7.57217, -2.28851, 0.20099], [7.86144, -3.36991, -0.78255], [8.89193, -1.52366, 0.57867], [9.73348, -2.39869, 1.52973], [8.94932, -2.69968, 2.72544], [7.58237, -3.45631, 2.43278], [7.95921, -4.90900, 2.13248], [6.86633, -3.38799, 3.77101], [6.85557, -2.68490, 1.42804], [5.54783, -3.10760, 1.37954], [5.91097, -1.78864, -0.86846], [6.17794, -0.46570, 0.21089], [7.11168, -0.60122, -1.23095], [8.17943, -2.85412, -1.68861], [8.68143, -4.04366, -0.53401], [6.95068, -3.95263, -0.92053], [9.58920, -1.13073, -0.16128], [8.56561, -0.62905, 1.10903], [9.99677, -3.31990, 1.00996], [10.64957, -1.94652, 1.90975], [8.81021, -1.76966, 3.27664], [9.62053, -3.20292, 3.42138], [7.75526, -5.48367, 3.03595], [9.00890, -5.06599, 1.88427], [7.35269, -5.27846, 1.30559], [7.24734, -3.85136, 4.68107], [5.89731, -3.88593, 3.73697], [6.77730, -2.36163, 4.12704], [5.02378, -2.30331, 1.37038], [2.36267, 6.53966, 1.26458], [2.75249, 7.78474, 0.77031], [2.52905, 8.09765, -0.62103], [1.06686, 8.29384, -0.98879], [0.80086, 8.27613, -2.43600], [0.51290, 9.56188, -0.54798], [2.78128, 5.78420, 0.59964], [1.29075, 6.46197, 1.44640], [2.78197, 6.38556, 2.25883], [3.08787, 9.01180, -0.82142], [2.94168, 7.37943, -1.32953], [0.45590, 7.52674, -0.51299], [1.15813, 7.42649, -3.01786], [1.44374, 8.97378, -2.97275], [-0.24865, 8.53910, -2.56822], [0.58470, 9.55744, 0.45945], [-0.48717, 9.49539, -0.67264], [-3.43560, -5.95301, -5.19162], [-4.00544, -5.72287, -3.90621], [-3.11711, -5.45885, -2.85471], [-3.83192, -5.28393, -1.45219], [-4.69415, -6.42744, -1.01226], [-4.60391, -4.04695, -1.36168], [-4.19080, -6.30061, -5.89656], [-2.70151, -6.74997, -5.31027], [-2.98151, -5.05525, -5.61105], [-2.48822, -6.32414, -2.64523], [-2.49096, -4.58545, -3.03696], [-3.01387, -5.24442, -0.73293], [-5.01881, -6.22343, 0.00808], [-4.22456, -7.40971, -0.95998], [-5.54583, -6.74732, -1.61260], [-4.24506, -3.50993, -2.13817], [-5.55392, -4.26963, -1.62243], [-0.19977, 2.91871, -1.51274], [0.53813, 1.88504, -0.94764], [-0.02669, 1.45746, 0.30508], [0.35108, 0.01965, 0.42483], [-0.35729, -0.83159, 1.51841], [1.75086, -0.06250, 0.73741], [-0.30820, 3.74275, -0.80754], [-1.24239, 2.62757, -1.64027], [0.21314, 3.20849, -2.47899], [0.36845, 2.09073, 1.09939], [-1.10893, 1.58380, 0.33515], [0.25582, -0.49583, -0.53085], [-1.38289, -1.06104, 1.22926], [-0.36168, -0.28045, 2.45880], [0.11726, -1.79019, 1.72814], [2.04331, 0.68965, 1.34474], [2.25687, 0.07438, -0.12591], [-5.36851, 0.02878, -3.16830], [-5.42493, -1.03363, -4.12403], [-6.62218, -0.97011, -4.82928], [-6.87760, -2.09335, -5.91518], [-8.04327, -1.86408, -6.90637], [-7.04562, -3.37739, -5.22925], [-6.20092, -0.01578, -2.46602], [-5.51174, 0.94991, -3.73319], [-4.44122, 0.02425, -2.59539], [-7.56504, -0.93233, -4.28367], [-6.64214, -0.07103, -5.44521], [-5.90039, -2.08997, -6.39802], [-8.00157, -2.47829, -7.80587], [-7.92650, -0.87671, -7.35311], [-9.03899, -1.89479, -6.46399], [-6.11498, -3.66287, -4.95996], [-7.45516, -3.15697, -4.33271], [0.47313, -3.07792, 11.11311], [-0.86134, -3.17732, 10.80714], [-1.39257, -4.22510, 10.04553], [-0.95433, -4.34674, 8.54006], [-1.09795, -3.03031, 7.77073], [-1.50918, -5.35222, 7.71895], [0.51963, -2.06102, 11.50278], [1.07711, -3.10589, 10.20617], [0.80587, -3.80443, 11.85445], [-1.19005, -5.23608, 10.39909], [-2.47648, -4.11336, 10.07290], [0.07439, -4.70669, 8.55594], [-2.14264, -2.71943, 7.77907], [-0.77582, -2.93834, 6.73349], [-0.44911, -2.33168, 8.29897], [-2.49054, -5.11841, 7.76745], [-1.32821, -5.11464, 6.75412], [3.11544, 5.76128, -6.59100], [4.41934, 5.55264, -6.62232], [4.79125, 6.13464, -7.74028], [5.14944, 4.92046, -5.86089], [2.62737, 6.39358, -7.20913], [2.62609, 5.38844, -5.78998], [4.18568, 6.21418, -8.54467], [5.79091, 6.20219, -7.86773], [2.93867, -0.37976, -6.22118], [2.02384, 0.27639, -5.51978], [2.54477, 0.70259, -4.45844], [0.82917, 0.01639, -5.60707], [3.82466, 0.10435, -6.19369], [2.55105, -0.76789, -7.06924], [1.91347, 1.06395, -3.75774], [3.51971, 0.96220, -4.50536], [-5.24844, 3.48458, 4.81653], [-5.15068, 3.96807, 3.59258], [-5.04741, 5.23753, 3.71027], [-4.79936, 3.26985, 2.62194], [-5.42006, 4.18324, 5.52542], [-5.01600, 2.52250, 5.01772], [-5.30019, 5.71087, 4.56593], [-4.76760, 5.85105, 2.95834], [-4.26997, 6.80041, -2.57425], [-4.64229, 6.29119, -1.40743], [-4.82695, 4.99934, -1.46621], [-4.76520, 6.89671, -0.32238], [-4.19833, 7.80661, -2.62460], [-4.29468, 6.23456, -3.41050], [-5.22704, 4.59273, -0.63273], [-4.99174, 4.62399, -2.38928], [-5.76183, -2.64654, 3.24720], [-5.45835, -1.41187, 3.31340], [-5.21873, -0.94795, 2.16314], [-5.41598, -0.79080, 4.29502], [-5.77120, -3.20109, 4.09130], [-5.63832, -3.08138, 2.34401], [-5.14393, -1.59912, 1.39472], [-4.98328, 0.02754, 2.04868]]
}